# 1
ORCA calculation (ωB97M-V/def2-TZVPD) on a structure of composition C30H40FO4PSi.

Orbital gap ... 8.38 eV
Spin multiplicity ... 1
Charge ... 0
Highest occupied orbital energy ... -8.58 eV
Largest force on an atom ... 8.2 eV Å⁻¹
LUMO ... -0.20 eV

CARTESIAN COORDINATES (ANGSTROEM)
C 4.31 0.00 4.62
C 4.02 0.90 3.24
C 2.95 2.12 3.58
F 3.72 3.38 3.51
O 1.83 2.21 2.60
P 0.61 3.28 3.24
O 0.57 4.54 2.24
O 0.95 3.93 4.82
O -1.00 2.63 3.27
Si -1.04 0.88 3.36
C -2.75 0.42 4.20
C -1.14 0.10 1.57
C 0.32 0.09 4.48
H 5.20 0.45 5.26
H 3.36 -0.04 5.31
H 4.57 -1.11 4.29
H 5.08 1.32 2.93
H 3.54 0.20 2.43
H 2.55 1.87 4.68
H 0.02 4.11 5.21
H -2.94 -0.74 4.20
H -3.64 1.06 3.79
H -2.61 0.74 5.34
H -0.26 -0.66 1.35
H -1.21 0.94 0.73
H -2.14 -0.54 1.45
H 0.65 0.73 5.39
H -0.04 -1.01 4.79
H 1.26 -0.10 3.78
C -1.18 -3.10 -0.92
C -1.08 -2.08 -1.86
C -1.93 -2.05 -2.96
C -2.90 -3.04 -3.12
C -3.01 -4.06 -2.18
C -2.15 -4.10 -1.08
H -0.51 -3.12 -0.07
H -0.33 -1.30 -1.74
H -1.85 -1.25 -3.70
H -3.57 -3.02 -3.98
H -3.76 -4.84 -2.30
H -2.23 -4.90 -0.35
C 2.91 -2.26 -0.97
C 3.92 -2.44 -0.03
C 4.25 -3.72 0.42
C 3.56 -4.82 -0.09
C 2.56 -4.65 -1.04
C 2.23 -3.37 -1.48
H 2.66 -1.26 -1.32
H 4.46 -1.57 0.36
H 5.03 -3.86 1.16
H 3.82 -5.82 0.25
H 2.03 -5.51 -1.44
H 1.44 -3.23 -2.21
C -2.73 -4.54 -9.19
C -2.83 -3.30 -8.55
C -2.57 -3.20 -7.18
C -2.20 -4.34 -6.46
C -2.09 -5.57 -7.10
C -2.36 -5.67 -8.46
H -2.93 -4.62 -10.25
H -3.11 -2.42 -9.11
H -2.65 -2.24 -6.68
H -1.99 -4.26 -5.39
H -1.80 -6.45 -6.53
H -2.29 -6.63 -8.96
C -2.22 9.00 1.43
C -1.06 9.78 1.37
C 0.19 9.19 1.51
C 0.29 7.81 1.71
C -0.86 7.03 1.77
C -2.12 7.63 1.64
H -3.19 9.47 1.32
H -1.14 10.86 1.20
H 1.09 9.80 1.46
H 1.27 7.35 1.82
H -0.79 5.96 1.92
H -3.02 7.02 1.69

=====

# 2
ORCA calculation (ωB97M-V/def2-TZVPD) on a cluster of 15 separate species, C56H140F8N15O35S8 in total.

Orbital gap ... 5.99 eV
Spin multiplicity ... 1
Charge ... -1
Highest occupied orbital energy ... -4.93 eV
Largest force on an atom ... 8.9 eV Å⁻¹
LUMO ... 1.06 eV

CARTESIAN COORDINATES (ANGSTROEM)
C 2.85 5.34 -4.51
C 3.49 4.04 -3.92
N 3.95 4.06 -2.44
C 2.66 4.40 -1.63
C 4.44 2.71 -2.04
C 5.58 2.12 -2.89
C 5.02 5.15 -2.26
C 5.65 5.37 -0.81
O 4.71 5.93 0.06
C 4.85 5.37 1.38
H 2.42 5.21 -5.50
H 3.64 6.07 -4.68
H 2.14 5.79 -3.82
H 4.35 3.72 -4.49
H 2.78 3.21 -3.96
H 2.87 4.23 -0.57
H 1.89 3.66 -1.87
H 2.28 5.42 -1.55
H 3.61 2.02 -2.17
H 4.56 2.59 -0.96
H 6.50 2.69 -2.97
H 5.21 2.02 -3.91
H 5.89 1.14 -2.51
H 4.74 6.11 -2.69
H 5.74 4.85 -3.01
H 6.55 5.99 -0.81
H 6.07 4.46 -0.37
H 4.41 4.39 1.53
H 4.17 5.81 2.11
H 5.85 5.52 1.80
C 5.19 -8.19 -3.09
C 4.98 -7.34 -4.35
N 4.14 -6.05 -4.25
C 4.13 -5.34 -5.66
C 2.66 -6.32 -3.80
C 1.84 -5.05 -3.54
C 4.72 -5.05 -3.22
C 6.20 -4.78 -3.42
O 7.02 -5.73 -2.74
C 8.43 -5.73 -3.04
H 5.71 -7.70 -2.27
H 5.80 -9.03 -3.42
H 4.35 -8.73 -2.66
H 4.49 -7.91 -5.14
H 5.95 -7.01 -4.73
H 5.11 -5.32 -6.15
H 3.80 -4.30 -5.63
H 3.42 -5.98 -6.19
H 2.54 -6.97 -2.93
H 2.19 -6.96 -4.54
H 1.79 -4.48 -4.47
H 2.09 -4.33 -2.76
H 0.82 -5.38 -3.35
H 4.48 -5.39 -2.21
H 4.24 -4.07 -3.25
H 6.32 -3.79 -2.99
H 6.45 -4.77 -4.48
H 8.56 -6.10 -4.05
H 8.91 -6.35 -2.29
H 8.85 -4.74 -2.88
C 0.12 -0.95 2.96
C -0.24 0.09 1.74
N -0.14 -0.62 0.28
C 1.34 -0.90 -0.10
C -0.88 -1.99 0.25
C -0.71 -2.78 -1.06
C -0.74 0.41 -0.76
C -0.15 1.81 -0.70
O -0.71 2.59 0.29
C -0.12 3.81 0.37
H -0.67 -1.66 3.19
H 0.27 -0.39 3.88
H 1.05 -1.50 2.84
H 0.35 0.99 1.62
H -1.30 0.35 1.80
H 1.48 -1.38 -1.07
H 1.89 -1.36 0.73
H 1.81 0.05 -0.33
H -1.94 -1.82 0.44
H -0.41 -2.51 1.08
H -1.10 -2.20 -1.89
H -1.31 -3.69 -0.97
H 0.27 -3.06 -1.45
H -1.82 0.28 -0.65
H -0.44 -0.03 -1.71
H -0.37 2.22 -1.69
H 0.93 1.93 -0.60
H 0.93 3.80 0.67
H -0.63 4.35 1.17
H -0.22 4.31 -0.59
C -1.52 -2.72 6.16
C -2.10 -3.71 5.15
N -1.29 -5.07 4.98
C 0.19 -4.70 4.70
C -1.10 -5.78 6.33
C -2.40 -6.21 7.09
C -2.06 -6.00 4.09
C -1.83 -5.81 2.59
O -2.10 -4.43 2.18
C -3.44 -4.15 1.71
H -1.98 -1.74 6.05
H -0.45 -2.61 5.98
H -1.56 -3.04 7.20
H -2.05 -3.25 4.17
H -3.15 -3.95 5.34
H 0.58 -5.69 4.45
H 0.75 -4.24 5.51
H 0.25 -4.10 3.79
H -0.50 -5.13 6.97
H -0.38 -6.58 6.13
H -3.15 -6.63 6.42
H -2.77 -5.28 7.52
H -2.23 -6.89 7.93
H -3.12 -6.11 4.33
H -1.69 -7.00 4.35
H -2.50 -6.50 2.08
H -0.79 -6.10 2.46
H -3.66 -4.69 0.79
H -3.60 -3.08 1.60
H -4.08 -4.51 2.52
C -4.31 4.67 1.28
C -4.18 3.25 0.49
N -4.76 3.38 -0.98
C -3.97 4.42 -1.74
C -4.42 1.99 -1.68
C -4.88 1.88 -3.12
C -6.26 3.60 -0.90
C -7.21 2.48 -0.41
O -7.02 2.11 0.93
C -7.63 1.01 1.40
H -4.01 4.34 2.28
H -5.28 5.14 1.40
H -3.59 5.44 1.01
H -4.70 2.46 1.03
H -3.12 2.98 0.40
H -2.91 4.14 -1.71
H -4.27 5.36 -1.28
H -4.48 4.39 -2.70
H -4.79 1.16 -1.08
H -3.35 1.86 -1.52
H -4.76 0.90 -3.58
H -4.37 2.56 -3.80
H -5.92 2.19 -3.06
H -6.54 3.74 -1.95
H -6.46 4.50 -0.33
H -7.06 1.51 -0.90
H -8.25 2.74 -0.63
H -8.69 1.26 1.49
H -7.21 0.72 2.36
H -7.56 0.09 0.81
C 0.60 4.43 5.21
C -0.65 4.79 6.09
N -1.96 3.85 5.83
C -2.92 3.85 7.08
C -2.86 4.39 4.61
C -3.11 5.93 4.54
C -1.65 2.33 5.63
C -0.99 1.55 6.77
O 0.16 2.23 7.36
C 0.78 1.42 8.38
H 1.52 4.93 5.51
H 0.41 4.63 4.15
H 0.80 3.36 5.11
H -0.87 5.85 5.95
H -0.47 4.62 7.15
H -2.25 3.67 7.92
H -3.73 3.14 6.93
H -3.23 4.90 7.12
H -3.77 3.84 4.82
H -2.43 3.94 3.71
H -3.58 6.32 5.44
H -3.82 6.14 3.74
H -2.32 6.58 4.16
H -1.29 2.11 4.62
H -2.65 1.89 5.63
H -0.64 0.64 6.27
H -1.78 1.29 7.46
H 1.36 0.73 7.77
H 0.15 0.78 8.99
H 1.38 2.08 9.02
C 0.63 -0.85 -7.70
C -0.81 -0.25 -7.47
N -1.02 0.35 -6.05
C -0.97 -0.78 -4.98
C 0.09 1.41 -5.70
C 0.39 2.59 -6.68
C -2.39 1.10 -5.84
C -3.69 0.34 -6.28
O -3.67 -0.01 -7.65
C -4.50 -1.17 -7.92
H 0.61 -1.11 -8.76
H 0.91 -1.79 -7.23
H 1.50 -0.19 -7.60
H -1.56 -1.04 -7.56
H -1.10 0.52 -8.18
H -1.10 -0.25 -4.04
H -0.05 -1.35 -5.03
H -1.87 -1.40 -5.06
H 1.01 0.84 -5.82
H 0.09 1.61 -4.63
H 1.45 2.78 -6.58
H -0.18 3.45 -6.34
H 0.32 2.32 -7.73
H -2.35 2.06 -6.35
H -2.44 1.30 -4.76
H -4.53 0.98 -6.02
H -3.88 -0.51 -5.63
H -5.50 -1.23 -7.50
H -4.07 -2.12 -7.59
H -4.63 -1.28 -8.99
N -4.74 -2.41 -3.88
S -4.24 -2.01 -2.33
O -3.22 -0.97 -2.26
O -4.25 -3.05 -1.32
F -5.58 -1.24 -1.83
S -4.02 -3.78 -3.94
O -4.85 -4.90 -3.48
O -2.57 -3.70 -3.75
F -4.14 -4.04 -5.51
N 3.96 -5.68 0.89
S 3.29 -4.94 2.26
O 2.82 -5.82 3.35
O 2.72 -3.64 2.04
F 4.71 -4.40 2.76
S 2.69 -6.26 0.39
O 1.82 -5.45 -0.39
O 2.11 -7.35 1.16
F 3.47 -7.08 -0.71
N 1.58 8.42 2.08
S 0.65 8.14 0.73
O -0.74 7.74 0.96
O 1.27 7.57 -0.44
F 0.36 9.69 0.40
S 1.20 7.22 2.87
O 1.35 5.93 2.21
O 0.07 7.33 3.78
F 2.46 7.10 3.90
N 2.42 -3.10 6.96
S 2.98 -2.36 8.32
O 2.11 -1.37 9.01
O 4.39 -2.28 8.54
F 2.68 -3.63 9.23
S 2.70 -1.92 6.03
O 4.07 -1.30 6.12
O 1.55 -1.05 5.80
F 2.88 -2.76 4.64
N 2.76 1.97 2.32
O 2.86 2.14 1.13
O 3.30 0.99 2.77
O 2.24 2.75 3.11
N 2.85 -0.82 -3.42
O 4.02 -0.70 -3.92
O 2.32 -1.93 -3.39
O 2.21 0.11 -3.00
N -3.63 0.08 2.51
O -3.58 -0.84 3.32
O -3.88 -0.16 1.36
O -3.41 1.21 2.87
N -0.97 4.70 -4.08
O -2.04 4.10 -4.19
O -0.80 5.78 -4.64
O -0.04 4.17 -3.45

=====

# 3
ORCA calculation (ωB97M-V/def2-TZVPD) on a cluster of 3 separate species, C24H35BrNO16PS in total.

Orbital gap ... 6.86 eV
Spin multiplicity ... 1
Charge ... 0
Structure (SMILES) ... CCCNCO[C@@H](O)[C@](CCOCC)(O[C@H](O)P(O)Br)S(C)(=O)=O.O=C1C=C(O)C(=O)C=C1O.O=C1C=C(O)C(=O)C=C1O
Highest occupied orbital energy ... -8.86 eV
Largest force on an atom ... 6.5 eV Å⁻¹
LUMO ... -2.00 eV

CARTESIAN COORDINATES (ANGSTROEM)
C 5.36 2.51 2.39
C 5.66 0.91 2.63
C 4.63 -0.07 1.75
N 3.43 -0.32 2.64
C 2.18 -0.69 1.81
O 1.06 0.03 2.44
C -0.11 -0.84 2.64
O 0.12 -2.00 3.52
C -1.47 0.03 3.03
C -2.72 -1.01 2.99
C -4.22 -0.37 3.11
O -4.30 0.97 3.71
C -5.62 1.60 3.48
C -5.42 3.24 3.70
O -1.62 1.29 2.32
C -2.08 1.17 0.94
O -1.11 0.63 -0.03
P -2.41 3.00 0.35
O -0.85 3.83 0.18
Br -3.29 2.84 -1.75
S -1.23 0.50 4.87
C -1.76 2.32 5.14
O 0.24 0.43 5.33
O -2.16 -0.33 5.82
H 6.31 3.20 2.62
H 4.98 2.69 1.28
H 4.46 2.84 3.09
H 6.79 0.67 2.40
H 5.50 0.70 3.78
H 4.39 0.49 0.76
H 5.20 -1.09 1.58
H 3.60 -1.04 3.37
H 2.10 -1.86 1.82
H 2.34 -0.31 0.69
H -0.35 -1.30 1.56
H 0.13 -2.83 2.94
H -2.68 -1.56 1.93
H -2.62 -1.89 3.78
H -4.85 -1.09 3.82
H -4.80 -0.36 2.07
H -6.37 1.24 4.32
H -6.01 1.44 2.39
H -5.85 3.61 4.73
H -5.98 3.85 2.85
H -4.28 3.56 3.67
H -3.10 0.62 0.77
H -1.61 0.35 -0.87
H -0.14 3.13 0.21
H -1.41 3.02 4.26
H -2.90 2.42 5.41
H -1.12 2.67 6.09
O 4.67 2.05 -5.57
C 3.92 1.62 -4.71
C 3.81 2.23 -3.38
C 2.98 1.72 -2.46
O 2.87 2.30 -1.21
C 2.16 0.52 -2.74
O 1.42 0.06 -1.87
C 2.25 -0.08 -4.08
C 3.07 0.43 -5.00
O 3.16 -0.13 -6.27
H 4.41 3.11 -3.19
H 2.22 1.75 -0.72
H 1.63 -0.95 -4.28
H 3.81 0.42 -6.75
O 1.05 -3.40 -4.61
C 0.01 -3.73 -5.18
C -1.31 -3.32 -4.69
C -2.42 -3.70 -5.32
O -3.67 -3.32 -4.87
C -2.36 -4.56 -6.54
O -3.40 -4.92 -7.08
C -1.03 -4.95 -7.04
C 0.08 -4.56 -6.41
O 1.33 -4.92 -6.88
H -1.34 -2.69 -3.81
H -4.31 -3.73 -5.49
H -1.00 -5.57 -7.93
H 1.97 -4.52 -6.25

=====

# 4
ORCA calculation (ωB97M-V/def2-TZVPD) on the molecule C10H19BBrNO3.

Orbital gap ... 9.98 eV
Spin multiplicity ... 1
Charge ... 0
Structure (SMILES) ... CCOCC[C@H]1NC(=O)[C@@H](B(O)CC)[C@H]1Br
Highest occupied orbital energy ... -9.46 eV
Largest force on an atom ... 3.0 eV Å⁻¹
LUMO ... 0.52 eV

CARTESIAN COORDINATES (ANGSTROEM)
C -2.75 1.22 1.89
C -2.76 0.35 0.65
O -1.63 0.71 -0.11
C -1.67 0.25 -1.44
C -0.28 -0.06 -1.95
C 0.68 1.13 -1.99
N 0.55 2.12 -0.92
C 1.14 1.68 0.23
O 0.95 2.08 1.32
C 2.16 0.61 -0.13
B 2.05 -0.76 0.66
O 3.12 -1.63 0.54
C 0.82 -1.20 1.55
C 0.64 -2.73 1.56
C 2.09 0.61 -1.65
Br 2.75 -0.90 -2.67
H -2.61 2.24 1.55
H -1.92 0.91 2.51
H -3.70 1.19 2.41
H -3.70 0.51 0.12
H -2.73 -0.70 0.91
H -2.20 0.93 -2.11
H -2.25 -0.68 -1.48
H 0.11 -0.91 -1.40
H -0.41 -0.40 -2.98
H 0.65 1.70 -2.90
H -0.37 2.51 -0.76
H 3.09 1.04 0.25
H 2.85 -2.35 -0.05
H -0.10 -0.78 1.17
H 0.90 -0.82 2.57
H -0.35 -3.01 1.86
H 0.78 -3.11 0.55
H 1.38 -3.17 2.21
H 2.76 1.41 -1.95

=====

# 5
ORCA calculation (ωB97M-V/def2-TZVPD) on a structure of composition C12H9CdF5N2S2.

Orbital gap ... 8.47 eV
Spin multiplicity ... 1
Charge ... 0
Highest occupied orbital energy ... -8.56 eV
Energy relative to the best compared isomer or geometry (same formula, charge and spin) ... 0.060 eV
Largest force on an atom ... 0.6 eV Å⁻¹
LUMO ... -0.09 eV

CARTESIAN COORDINATES (ANGSTROEM)
Cd 0.46 -0.78 0.89
F 1.97 4.75 4.36
C 2.10 3.75 3.49
C 1.02 3.36 2.72
F -0.15 3.99 2.84
C 1.17 2.33 1.82
F 0.08 2.00 1.10
C 2.36 1.63 1.66
S 2.59 0.32 0.48
C 3.41 2.05 2.45
F 4.60 1.44 2.36
C 3.30 3.09 3.35
F 4.34 3.46 4.10
S -0.66 -0.99 3.05
C -1.64 -2.27 2.48
N -2.31 -3.12 2.08
C -1.32 -4.72 -2.71
C 0.08 -4.23 -2.32
C 0.82 -5.31 -1.50
C 0.89 -3.83 -3.56
C -0.07 -3.04 -1.45
N -0.22 -2.10 -0.81
H -1.22 -5.66 -3.25
H -1.82 -3.99 -3.35
H -1.94 -4.89 -1.83
H 0.88 -6.21 -2.10
H 0.29 -5.53 -0.58
H 1.83 -4.98 -1.26
H 1.02 -4.71 -4.18
H 1.87 -3.45 -3.28
H 0.37 -3.07 -4.14